# 1
Density functional theory data (the ωB97M-V functional and the def2-TZVPD basis) for the ion CHClNO2S with charge -1.

ORCA input file:
```
! wB97M-V def2-TZVPD RIJCOSX def2/J DEFGRID3
* xyz -1 1
O 0.361 0.714 1.081
C -0.765 0.431 1.424
O -1.335 0.471 2.486
N -1.679 -0.156 0.343
S -0.752 -0.240 -1.072
Cl -3.127 0.871 0.064
H 0.301 0.750 -0.695
*
```

Maximum force ... 0.048 Eh/bohr
Calculated total energy ... -1102.34049 hartree
Energy above the lowest of the compared OMol25 structures with the same formula, charge and spin ... 33.20 kcal/mol
Orbital gap ... 7.93 eV

Population analysis type natural (NBO), resulting atomic charges in e: -0.73 0.85 -0.71 -0.63 0.05 0.00 0.19


# 2
Density functional theory data (the ωB97M-V functional and the def2-TZVPD basis) for the ion CHClNOS with charge -1.

ORCA input file:
```
! wB97M-V def2-TZVPD RIJCOSX def2/J DEFGRID3
* xyz -1 1
O 1.151 -2.479 0.134
C 1.243 -1.275 -0.074
S 2.474 -0.155 -0.039
N -0.209 -0.446 -0.529
Cl -1.573 -1.452 -0.002
H -0.436 0.544 -0.309
*
```

Maximum force ... 0.052 Eh/bohr
Calculated total energy ... -1027.10319 hartree
Energy above the lowest of the compared OMol25 structures with the same formula, charge and spin ... 0.00 kcal/mol
Orbital gap ... 7.67 eV

Population analysis type natural (NBO), resulting atomic charges in e: -0.63 0.47 -0.42 -0.75 -0.03 0.37


# 3
Density functional theory data (the ωB97M-V functional and the def2-TZVPD basis) for a cluster of 2 separate species, CHClNP in total.

ORCA input file:
```
! wB97M-V def2-TZVPD RIJCOSX def2/J DEFGRID3
* xyz 0 1
C 1.688 -0.340 -0.020
N 2.621 -0.940 0.218
P -1.433 0.570 -0.778
Cl -2.217 -0.693 0.458
H -0.658 1.403 0.122
*
```

Maximum force ... 0.081 Eh/bohr
Calculated total energy ... -894.84775 hartree
Energy above the lowest of the compared OMol25 structures with the same formula, charge and spin ... 72.38 kcal/mol
Orbital gap (alpha / beta) ... 8.62 / 5.63 eV

Population analysis type natural (NBO), resulting atomic charges in e: 0.12 -0.51 0.59 -0.18 -0.03


# 4
Density functional theory data (the ωB97M-V functional and the def2-TZVPD basis) for the molecule CHClO.

ORCA input file:
```
! wB97M-V def2-TZVPD RIJCOSX def2/J DEFGRID3
* xyz 0 1
C 1.324 1.442 0.019
O -1.163 -0.284 -0.003
Cl 0.765 0.027 0.127
H -0.926 -1.186 -0.143
*
```

Maximum force ... 0.035 Eh/bohr
Calculated total energy ... -573.88278 hartree
Energy above the lowest of the compared OMol25 structures with the same formula, charge and spin ... 155.01 kcal/mol
Orbital gap (alpha / beta) ... 8.32 / 8.32 eV

Population analysis type natural (NBO), resulting atomic charges in e: -0.07 -0.91 0.56 0.42


# 5
Density functional theory data (the ωB97M-V functional and the def2-TZVPD basis) for a cluster of 2 separate species, CHClO2S in total.

ORCA input file:
```
! wB97M-V def2-TZVPD RIJCOSX def2/J DEFGRID3
* xyz 0 1
C 0.032 -1.645 1.079
O -0.768 -0.137 -0.621
O 1.046 -2.188 1.034
S -1.324 -0.857 0.560
Cl 0.531 2.891 -0.532
H 0.484 1.937 -1.520
*
```

Maximum force ... 0.046 Eh/bohr
Calculated total energy ... -1047.48189 hartree
Energy above the lowest of the compared OMol25 structures with the same formula, charge and spin ... 32.32 kcal/mol
Orbital gap ... 8.06 eV

Population analysis type natural (NBO), resulting atomic charges in e: 0.41 -0.93 -0.36 0.89 -0.31 0.31


# 6
Density functional theory data (the ωB97M-V functional and the def2-TZVPD basis) for the molecule CHClO3.

ORCA input file:
```
! wB97M-V def2-TZVPD RIJCOSX def2/J DEFGRID3
* xyz 0 1
O 0.171 1.298 -0.347
C 0.649 0.305 0.059
Cl 2.190 0.029 0.737
O -0.010 -0.834 0.230
O -1.253 -0.790 -0.416
H -1.747 -0.008 -0.263
*
```

Maximum force ... 0.063 Eh/bohr
Calculated total energy ... -724.52325 hartree
Energy above the lowest of the compared OMol25 structures with the same formula, charge and spin ... 39.44 kcal/mol
Orbital gap ... 12.27 eV

Population analysis type natural (NBO), resulting atomic charges in e: -0.54 0.70 0.02 -0.23 -0.42 0.48


# 7
Density functional theory data (the ωB97M-V functional and the def2-TZVPD basis) for a cluster of 3 separate species, CHClO3S in total.

ORCA input file:
```
! wB97M-V def2-TZVPD RIJCOSX def2/J DEFGRID3
* xyz 0 1
C -1.088 1.374 -1.451
O -2.130 1.192 -1.103
O 0.873 -0.878 -0.300
O 1.941 1.002 0.545
S 1.743 0.189 -0.628
Cl -1.253 -1.742 1.622
H -0.086 -1.136 1.316
*
```

Maximum force ... 0.046 Eh/bohr
Calculated total energy ... -1122.78148 hartree
Energy above the lowest of the compared OMol25 structures with the same formula, charge and spin ... 23.47 kcal/mol
Orbital gap ... 9.48 eV

Population analysis type natural (NBO), resulting atomic charges in e: 0.47 -0.46 -0.86 -0.82 1.69 -0.32 0.30


# 8
Density functional theory data (the ωB97M-V functional and the def2-TZVPD basis) for a cluster of 2 separate species, CHClS3 in total.

ORCA input file:
```
! wB97M-V def2-TZVPD RIJCOSX def2/J DEFGRID3
* xyz 0 1
C -4.459 0.127 0.110
S -4.681 -1.275 -0.505
S -4.413 1.573 0.781
S 0.045 0.626 0.126
Cl -1.408 1.578 -0.865
H 0.485 1.451 0.918
*
```

Maximum force ... 0.092 Eh/bohr
Calculated total energy ... -1693.42465 hartree
Energy above the lowest of the compared OMol25 structures with the same formula, charge and spin ... 8.24 kcal/mol
Orbital gap ... 9.16 eV

Population analysis type natural (NBO), resulting atomic charges in e: -0.35 0.21 0.14 0.05 -0.14 0.09


# 9
Density functional theory data (the ωB97M-V functional and the def2-TZVPD basis) for a structure of composition CHEuF3MgNO3S2.

ORCA input file:
```
! wB97M-V def2-TZVPD RIJCOSX def2/J DEFGRID3
* xyz 1 8
Eu -2.688 0.462 1.532
N -0.440 -2.215 1.176
S -1.145 -1.959 -0.253
O -1.792 -0.541 -0.322
S -0.228 -0.928 2.317
O 0.186 0.333 3.459
C 0.389 -1.560 -1.262
F 1.319 -2.467 -1.024
F 0.837 -0.365 -0.901
F 0.096 -1.549 -2.549
Mg -0.088 4.314 -1.037
O 1.441 3.472 -0.320
H 2.114 3.004 -0.816
*
```

Expectation value of S² ... 15.787
Maximum force ... 0.043 Eh/bohr
Calculated total energy ... -2324.96478 hartree
Energy above the lowest of the compared OMol25 structures with the same formula, charge and spin ... 192.67 kcal/mol
Orbital gap (alpha / beta) ... 4.46 / 6.53 eV

Atomic partial charges in e from the natural (NBO) method, atoms 1 to 8: 1.75 -0.96 1.34 -1.12 0.52 -0.49 0.80 -0.29


# 10
Density functional theory data (the ωB97M-V functional and the def2-TZVPD basis) for a structure of composition CHF2IO.

ORCA input file:
```
! wB97M-V def2-TZVPD RIJCOSX def2/J DEFGRID3
* xyz 0 1
C -0.337 -0.213 -0.063
O -0.351 0.822 -0.795
F -0.664 -1.355 -0.439
F -0.746 -0.171 1.184
I 2.309 -0.709 0.347
H -0.211 1.626 -0.234
*
```

Maximum force ... 0.099 Eh/bohr
Calculated total energy ... -611.32224 hartree
Energy above the lowest of the compared OMol25 structures with the same formula, charge and spin ... 31.82 kcal/mol
Orbital gap ... 8.21 eV

Population analysis type natural (NBO), resulting atomic charges in e: 1.11 -0.63 -0.25 -0.30 -0.47 0.54


# 11
Density functional theory data (the ωB97M-V functional and the def2-TZVPD basis) for a cluster of 2 separate species, CHF2IO in total.

ORCA input file:
```
! wB97M-V def2-TZVPD RIJCOSX def2/J DEFGRID3
* xyz 0 1
O -0.137 -0.389 0.825
C -0.375 -0.903 -0.237
F 0.378 -1.760 -0.915
F -1.467 -0.868 -0.906
I 0.915 2.369 -0.052
H 0.686 1.551 1.286
*
```

Maximum force ... 0.062 Eh/bohr
Calculated total energy ... -611.36421 hartree
Energy above the lowest of the compared OMol25 structures with the same formula, charge and spin ... 5.48 kcal/mol
Orbital gap ... 10.56 eV

Population analysis type natural (NBO), resulting atomic charges in e: -0.56 1.14 -0.30 -0.28 -0.12 0.12


# 12
Density functional theory data (the ωB97M-V functional and the def2-TZVPD basis) for a cluster of 2 separate species, CHF2IO in total.

ORCA input file:
```
! wB97M-V def2-TZVPD RIJCOSX def2/J DEFGRID3
* xyz 0 3
C 0.524 -0.945 0.897
O 0.756 -1.536 1.884
F -1.155 1.107 -1.361
F -0.444 -1.247 0.073
I 1.710 0.610 0.125
H -1.391 2.011 -1.618
*
```

Expectation value of S² ... 2.006
Maximum force ... 0.106 Eh/bohr
Calculated total energy ... -611.20326 hartree
Energy above the lowest of the compared OMol25 structures with the same formula, charge and spin ... 36.24 kcal/mol
Orbital gap (alpha / beta) ... 6.03 / 6.94 eV

Population analysis type natural (NBO), resulting atomic charges in e: 0.49 -0.56 -0.56 -0.35 0.41 0.57


# 13
Density functional theory data (the ωB97M-V functional and the def2-TZVPD basis) for a cluster of 2 separate species, CHF2IS in total.

ORCA input file:
```
! wB97M-V def2-TZVPD RIJCOSX def2/J DEFGRID3
* xyz 0 3
C 0.573 0.492 0.186
F 0.170 1.384 1.122
F 0.282 0.880 -1.030
S -1.602 -1.391 0.207
I 2.327 -0.609 0.508
H -1.750 -0.756 -0.993
*
```

Expectation value of S² ... 2.007
Maximum force ... 0.032 Eh/bohr
Calculated total energy ... -934.17534 hartree
Energy above the lowest of the compared OMol25 structures with the same formula, charge and spin ... 22.38 kcal/mol
Orbital gap (alpha / beta) ... 8.09 / 7.03 eV

Population analysis type natural (NBO), resulting atomic charges in e: 0.52 -0.34 -0.34 -0.06 0.12 0.10


# 14
Density functional theory data (the ωB97M-V functional and the def2-TZVPD basis) for the molecule CHF2N.

ORCA input file:
```
! wB97M-V def2-TZVPD RIJCOSX def2/J DEFGRID3
* xyz 0 1
N 0.198 -0.812 -0.121
C -1.454 -1.098 -0.610
F -1.795 -2.273 -0.960
F -2.382 -0.121 -0.643
H 0.099 0.184 -0.267
*
```

Maximum force ... 0.166 Eh/bohr
Calculated total energy ... -293.03987 hartree
Energy above the lowest of the compared OMol25 structures with the same formula, charge and spin ... 90.99 kcal/mol
Orbital gap (alpha / beta) ... 9.45 / 9.45 eV

Population analysis type natural (NBO), resulting atomic charges in e: -0.70 0.94 -0.26 -0.30 0.31


# 15
Density functional theory data (the ωB97M-V functional and the def2-TZVPD basis) for a cluster of 2 separate species, CHF2O3S in total.

ORCA input file:
```
! wB97M-V def2-TZVPD RIJCOSX def2/J DEFGRID3
* xyz -1 1
C 2.092 -0.857 0.097
O -2.249 1.268 1.475
O -2.251 -0.577 -0.166
O -1.597 1.767 -0.839
F 2.736 -0.044 -0.853
F 1.581 -1.965 -0.674
S -1.733 0.750 0.207
H 1.420 -0.341 0.753
*
```

Maximum force ... 0.097 Eh/bohr
Calculated total energy ... -862.29746 hartree
Energy above the lowest of the compared OMol25 structures with the same formula, charge and spin ... 82.36 kcal/mol
Orbital gap (alpha / beta) ... 5.44 / 8.90 eV

Population analysis type natural (NBO), resulting atomic charges in e: 0.55 -1.00 -0.99 -0.99 -0.36 -0.36 2.01 0.14


# 16
Density functional theory data (the ωB97M-V functional and the def2-TZVPD basis) for a cluster of 2 separate species, CHF2P in total.

ORCA input file:
```
! wB97M-V def2-TZVPD RIJCOSX def2/J DEFGRID3
* xyz 0 1
C 1.897 -1.661 -1.940
F 1.600 -2.127 -3.117
F 3.177 -1.323 -2.050
P -0.128 1.115 -0.532
H 0.384 0.813 -1.961
*
```

Maximum force ... 0.038 Eh/bohr
Calculated total energy ... -579.59143 hartree
Energy above the lowest of the compared OMol25 structures with the same formula, charge and spin ... 84.77 kcal/mol
Orbital gap (alpha / beta) ... 7.41 / 7.36 eV

Population analysis type natural (NBO), resulting atomic charges in e: 0.66 -0.32 -0.34 0.11 -0.11


# 17
Density functional theory data (the ωB97M-V functional and the def2-TZVPD basis) for a structure of composition CHF3MgNO3PtS2.

ORCA input file:
```
! wB97M-V def2-TZVPD RIJCOSX def2/J DEFGRID3
* xyz 1 3
Pt -2.973 1.193 -2.878
N -0.067 0.753 -1.751
S -0.125 1.355 -3.395
O -1.517 2.183 -3.460
S -1.024 -0.406 -1.475
O -2.543 -0.155 -1.771
O -1.067 -0.849 -0.045
C -0.700 -2.002 -2.475
F -1.314 -1.942 -3.633
F 0.596 -2.103 -2.650
F -1.149 -3.026 -1.784
Mg -3.057 -0.583 0.312
H -2.118 1.239 1.838
*
```

Expectation value of S² ... 2.362
Maximum force ... 0.148 Eh/bohr
Calculated total energy ... -1733.99740 hartree
Energy above the lowest of the compared OMol25 structures with the same formula, charge and spin ... 23.64 kcal/mol
Orbital gap (alpha / beta) ... 7.59 / 4.50 eV

Atomic partial charges in e from the natural (NBO) method, atoms 1 to 8: 0.82 -0.99 1.02 -0.77 2.06 -1.07 -0.99 0.80


# 18
Density functional theory data (the ωB97M-V functional and the def2-TZVPD basis) for a structure of composition CHF3MnNO5S2.

ORCA input file:
```
! wB97M-V def2-TZVPD RIJCOSX def2/J DEFGRID3
* xyz 1 6
N -0.042 1.316 0.482
S -0.947 1.009 1.767
O -2.364 1.052 1.494
O -0.313 1.106 3.055
S 0.656 0.014 -0.219
O -0.135 -0.756 1.579
O 1.844 -0.862 0.102
C -0.437 -0.802 -1.546
F -1.239 -1.668 -0.982
F -1.136 0.133 -2.149
F 0.345 -1.410 -2.410
Mn 1.439 -1.728 1.802
O 1.431 0.916 -1.352
H 0.896 1.679 -1.624
*
```

Expectation value of S² ... 8.755
Maximum force ... 0.077 Eh/bohr
Calculated total energy ... -2716.19122 hartree
Orbital gap (alpha / beta) ... 8.75 / 8.73 eV

Atomic partial charges in e from the natural (NBO) method, atoms 1 to 8: -1.09 2.41 -0.75 -0.81 2.03 -1.21 -0.99 0.84


# 19
Density functional theory data (the ωB97M-V functional and the def2-TZVPD basis) for a cluster of 2 separate species, CHF3N2S in total.

ORCA input file:
```
! wB97M-V def2-TZVPD RIJCOSX def2/J DEFGRID3
* xyz 0 1
C 2.807 0.055 0.344
N -0.323 0.217 -0.332
N 0.045 1.247 -0.706
F 4.035 -0.419 0.686
F 2.527 -0.572 -0.822
F 1.880 -0.601 1.084
S 2.491 1.753 0.320
H -0.397 -0.377 0.397
*
```

Maximum force ... 0.141 Eh/bohr
Calculated total energy ... -845.88347 hartree
Energy above the lowest of the compared OMol25 structures with the same formula, charge and spin ... 101.10 kcal/mol
Orbital gap (alpha / beta) ... 8.20 / 6.42 eV

Population analysis type natural (NBO), resulting atomic charges in e: 0.75 -0.20 0.20 -0.32 -0.36 -0.37 -0.13 0.43


# 20
Density functional theory data (the ωB97M-V functional and the def2-TZVPD basis) for a cluster of 2 separate species, CHF3N2S in total.

ORCA input file:
```
! wB97M-V def2-TZVPD RIJCOSX def2/J DEFGRID3
* xyz 0 1
C 2.534 1.010 2.273
N -0.592 -0.546 0.580
N 0.516 -0.640 0.848
F 3.793 0.444 2.362
F 1.754 0.312 3.077
F 2.580 2.236 2.752
S 2.031 1.262 0.596
H -0.985 0.235 0.212
*
```

Maximum force ... 0.085 Eh/bohr
Calculated total energy ... -845.90166 hartree
Energy above the lowest of the compared OMol25 structures with the same formula, charge and spin ... 89.68 kcal/mol
Orbital gap (alpha / beta) ... 8.79 / 7.54 eV

Population analysis type natural (NBO), resulting atomic charges in e: 0.80 -0.24 0.11 -0.34 -0.32 -0.32 -0.06 0.37